[1]
Density functional theory data (ωB97M-V/def2-TZVPD) for 2 unconnected molecules or ions with the total composition C3H10S.

Calculated values
structure (SMILES): CSC.C
ΔE to the lowest compared entry with this formula, charge and spin: 0.263 eV
highest occupied orbital energy: -0.313 hartree
max |F|: 0.84 eV/Å

Cartesian coordinates (Å):
1 S -1.322 -1.404 2.091
2 C -0.119 -1.171 0.772
3 C 2.560 2.975 -1.711
4 C -2.717 -2.100 1.190
5 H 0.593 -0.444 1.163
6 H -3.462 -1.391 0.853
7 H 3.330 3.274 -1.009
8 H 2.566 1.890 -1.789
9 H -3.217 -2.834 1.825
10 H 0.412 -2.081 0.511
11 H 2.682 3.408 -2.682
12 H 1.563 3.308 -1.418
13 H -0.536 -0.756 -0.145
14 H -2.334 -2.674 0.349

Atomic partial charges in e from the natural (NBO) method, atoms 1 to 5:
1. S 0.19
2. C -0.75
3. C -0.85
4. C -0.75
5. H 0.23

=====

[2]
Density functional theory data (ωB97M-V/def2-TZVPD) for 6 unconnected molecules or ions with the total composition C46H65N4O22PS2 at a distorted geometry.

Calculated values
structure (SMILES): CCC[C@@H](C)N1c2cc(P(C)C)cc(S(C)(=O)=O)c2Sc2c(CNC)c(CCOCC)c(CON=O)c(N(C(C)=O)C(C)=O)c21.O=C1OCCO1.O=C1OCCO1.O=C1OCCO1.O=C1OCCO1.O=C1OCCO1
highest occupied orbital energy: -0.295 hartree
max |F|: 8.36 eV/Å

Cartesian coordinates (Å):
1 S 2.570 -6.288 3.555
2 S 0.789 -3.032 3.506
3 P 5.814 -4.360 -1.269
4 O 0.625 -0.146 -6.767
5 O -3.058 10.892 -9.778
6 O 0.743 2.845 0.308
7 O -1.211 6.481 -2.767
8 O -10.636 1.377 -0.669
9 O -3.611 10.178 -7.677
10 O -0.658 7.194 -4.869
11 O -4.269 1.406 0.260
12 O 0.576 -1.181 -2.245
13 O 2.329 0.345 -5.322
14 O -5.912 0.417 3.183
15 O -9.320 3.081 -1.442
16 O 7.895 -2.154 4.021
17 O -8.912 2.199 0.590
18 O -3.665 2.325 1.987
19 O -2.030 9.075 -8.842
20 O 2.758 -0.480 -7.412
21 O 7.983 -1.748 1.772
22 O 3.873 -7.158 3.743
23 O 2.196 -5.763 4.976
24 O 0.370 5.378 -3.933
25 O 7.305 -3.779 2.577
26 N -2.760 -2.462 5.162
27 N -0.222 0.777 -0.824
28 N -3.574 2.471 0.755
29 N 1.845 -0.906 1.168
30 C 4.445 -4.003 0.054
31 C 5.718 -6.242 -1.659
32 C 7.315 -3.195 4.783
33 C -2.293 -0.306 0.514
34 C 1.939 -0.059 -6.405
35 C -2.010 -2.130 2.630
36 C 7.374 -4.370 3.862
37 C -4.621 -1.424 1.883
38 C -3.948 -3.054 5.930
39 C 0.341 -1.004 1.288
40 C -7.828 3.055 0.284
41 C 4.107 -5.191 1.170
42 C -3.345 0.520 -0.490
43 C -0.642 -0.140 0.300
44 C 6.426 0.546 2.781
45 C 0.599 -0.437 -8.152
46 C 4.845 0.832 3.230
47 C 7.749 -2.495 2.707
48 C 2.521 -2.268 1.171
49 C 3.674 -2.556 0.028
50 C -0.921 5.294 -2.053
51 C -8.055 0.647 4.479
52 C -8.369 3.917 -0.810
53 C 3.801 0.728 1.935
54 C -2.992 -1.258 1.649
55 C -9.705 2.151 -0.520
56 C 2.926 -4.940 2.302
57 C -5.110 -0.809 3.345
58 C 1.227 -7.398 2.800
59 C 0.398 4.870 -2.613
60 C -2.572 -3.138 3.819
61 C -2.912 10.117 -8.848
62 C -0.391 -1.992 2.420
63 C 2.166 -3.486 2.261
64 C -0.512 6.419 -3.939
65 C 0.059 0.044 -2.117
66 C -0.363 0.858 -3.516
67 C 1.929 -1.073 -8.395
68 C -3.321 8.992 -6.962
69 C -7.351 0.114 3.072
70 C 2.468 -0.184 2.370
71 C -2.002 8.568 -7.522
72 C 2.383 1.423 -1.073
73 C 0.869 1.745 -0.438
74 C 7.529 -3.915 -0.528
75 C 1.422 0.778 3.186
76 H 7.704 -4.666 0.373
77 H 4.714 1.906 3.728
78 H -7.532 3.635 1.163
79 H -0.232 -1.105 -8.392
80 H 6.108 -6.823 -0.694
81 H -8.369 -0.265 5.163
82 H -1.712 4.563 -2.246
83 H -4.825 -2.245 5.891
84 H 6.436 -6.576 -2.541
85 H 3.908 -1.724 -0.764
86 H 7.499 -2.791 -0.200
87 H -4.112 8.260 -7.155
88 H 0.414 -6.659 2.378
89 H 7.879 -3.361 5.705
90 H 8.315 -4.922 3.947
91 H 8.323 -4.114 -1.393
92 H -1.915 -2.603 5.791
93 H -6.978 2.447 -0.043
94 H -5.723 -1.687 3.864
95 H 2.897 -0.956 3.173
96 H 1.771 -7.962 1.899
97 H 7.028 0.504 3.809
98 H 4.749 -6.191 1.124
99 H -7.595 4.227 -1.517
100 H -4.858 -2.573 1.830
101 H -7.280 1.312 5.067
102 H 0.476 0.499 -8.707
103 H 0.518 3.783 -2.617
104 H 1.243 5.319 -2.080
105 H -7.594 -1.021 2.866
106 H -5.227 -0.900 1.026
107 H -4.162 -0.539 3.981
108 H -4.370 -4.038 5.455
109 H 6.288 -2.915 5.040
110 H 0.748 1.465 2.521
111 H -1.909 -4.087 3.990
112 H -1.445 1.313 -3.301
113 H 2.311 -0.869 -9.399
114 H 6.452 -0.546 2.336
115 H -1.882 7.481 -7.526
116 H 0.671 0.147 3.866
117 H -1.157 9.017 -6.989
118 H -8.879 4.807 -0.428
119 H 4.603 -6.601 -1.862
120 H -8.975 1.308 4.166
121 H 3.487 1.825 1.679
122 H 4.614 0.056 4.077
123 H 2.638 0.281 -1.081
124 H -3.273 9.189 -5.887
125 H 0.336 1.812 -3.666
126 H 2.431 1.844 -2.182
127 H -3.946 -0.330 -1.061
128 H -3.684 -3.311 7.056
129 H -3.632 -3.529 3.467
130 H 4.329 0.213 0.999
131 H -0.387 0.158 -4.458
132 H 0.825 -8.146 3.611
133 H 6.541 -5.061 4.015
134 H 2.069 1.509 3.867
135 H -2.791 1.192 -1.272
136 H 3.218 2.025 -0.477
137 H 6.848 1.357 2.051
138 H -0.873 5.491 -0.978
139 H -7.790 0.789 2.218
140 H 1.910 -2.156 -8.235

Atomic partial charges in e from the Löwdin method, atoms 1 to 5:
1. S 0.71
2. S 0.85
3. P 0.80
4. O 0.04
5. O 0.13

=====

no.,Kohn-Sham gap (eV),E_tot (eV)
1,9.41,-14108.073
2,7.07,-130689.677